This record from the Open Molecules 2025 dataset describes C33H40BeN4P2 as an isolated structure. The level of theory is ωB97M-V/def2-TZVPD.

The value obtained for the energy relative to the best compared isomer or geometry (same formula, charge and spin) is 11.66 kcal/mol. As for the HOMO-LUMO gap: 7.4 eV. The HOMO energy is -8.4 eV. The LUMO energy comes out at -1.01 eV.

Geometry (Å):
Be -3.4979 0.3804 0.9075
C 0.3342 2.1663 4.9110
C 0.1562 2.5573 3.6324
C 0.3868 1.6303 2.4411
C -0.6121 0.5099 2.1955
C -0.2522 -0.9082 2.6294
C 0.3827 -1.2013 3.7582
C 1.2609 -0.2975 4.5546
C 0.4654 0.7724 5.4379
C -4.7655 -0.8350 0.9252
H 0.3090 2.8801 5.7557
H -0.1623 3.5942 3.4302
H 1.4040 1.2427 2.4770
H 0.3302 2.3356 1.6142
H -1.4878 0.7711 2.7995
H -0.9005 0.5317 1.1323
H -0.7519 -1.6977 2.0373
H 0.3786 -2.2362 4.0958
H 1.9669 0.1857 3.8713
H 1.9234 -0.8874 5.2301
H -0.5301 0.3261 5.5992
H 1.0150 0.7647 6.4056
H -5.2554 -1.0742 1.8902
H -4.2409 -1.7504 0.6428
H -5.5966 -0.7722 0.1911
P -0.2117 -1.9957 -2.2683
P 0.8634 1.3943 -1.9216
N 0.5528 -3.5118 -1.7376
N -0.6275 -2.6028 -3.9427
N 2.3979 1.1019 -1.1133
N 1.4735 2.8990 -2.9282
C 1.4175 -1.2658 -2.8421
C 1.3160 0.2039 -3.2831
C 0.1182 -4.3288 -0.6788
C 0.9215 -5.4701 -0.6147
C 1.8796 -5.3722 -1.6836
C 1.6438 -4.1552 -2.3263
C -1.9275 -2.5488 -4.4582
C -1.9125 -2.9448 -5.8032
C -0.5536 -3.2874 -6.1271
C 0.2041 -3.0281 -4.9839
C 2.4436 0.5603 0.1818
C 3.7757 0.4236 0.5622
C 4.5808 0.7487 -0.5785
C 3.7092 1.0560 -1.6097
C 2.7020 3.4371 -3.3002
C 2.5107 4.4707 -4.2181
C 1.1003 4.5765 -4.4367
C 0.4894 3.5751 -3.6790
H 1.8574 -1.7810 -3.7094
H 2.1374 -1.4102 -2.0192
H 2.2690 0.5051 -3.7537
H 0.5353 0.3575 -4.0415
H -0.7005 -4.0053 -0.0460
H 0.8606 -6.2774 0.1162
H 2.6411 -6.0937 -1.9628
H 2.2000 -3.6939 -3.1207
H -2.7432 -2.2175 -3.8415
H -2.7466 -2.9555 -6.4859
H -0.1667 -3.6699 -7.0669
H 1.2757 -3.0698 -4.8866
H 1.5458 0.1678 0.6382
H 4.1135 0.0832 1.5234
H 5.6559 0.7124 -0.6480
H 3.9084 1.1148 -2.6699
H 3.6427 3.0622 -2.9393
H 3.2878 5.0601 -4.6808
H 0.5956 5.2942 -5.0649
H -0.5490 3.2657 -3.6326
C -3.6614 2.6260 5.0235
C -3.9600 3.3200 3.8457
C -3.9782 2.6399 2.5812
C -3.7325 1.2698 2.4630
C -3.4863 0.5991 3.6676
C -3.3579 1.2640 4.9210
H -3.6808 3.1237 6.0000
H -4.2255 4.3876 3.9092
H -4.2424 3.1921 1.6701
H -3.3368 -0.4839 3.6255
H -3.0861 0.6890 5.8113

This record from the Open Molecules 2025 dataset describes C33H40Br2N9O4Ti as an isolated structure. The level of theory is ωB97M-V/def2-TZVPD.

The value obtained for the energy relative to the best compared isomer or geometry (same formula, charge and spin) is 18.44 kcal/mol. As for the HOMO-LUMO gap: 7.1 eV. The HOMO energy is -10.4 eV. The LUMO energy comes out at -3.30 eV. Its net charge is +1.

Geometry (Å):
Ti 0.3159 0.2098 -0.3300
N 1.1961 -1.6613 -1.1224
C 0.5249 -2.1626 -2.3193
C 0.0357 -0.9606 -3.0921
O -0.1694 -0.9860 -4.2866
N -0.0838 0.1418 -2.2927
C -0.0437 1.3847 -3.0342
C 0.4844 2.4357 -2.0935
O 0.5190 3.6136 -2.3323
O 0.9086 1.9025 -0.9401
H 1.1700 -2.2994 -0.3322
H 2.1649 -1.4111 -1.3060
H 1.1689 -2.7699 -2.9564
H -0.3444 -2.7510 -2.0367
H 0.6323 1.3005 -3.8918
H -1.0038 1.7006 -3.4467
Br 5.1765 0.2656 0.8649
C 3.7839 -0.0041 2.0923
C 4.0875 -0.1631 3.4653
C 3.1039 -0.3418 4.3937
Br 3.5622 -0.5237 6.2148
C 1.7385 -0.3751 3.9993
C 0.6259 -0.4707 4.8582
C -0.6374 -0.4236 4.3273
C -0.7962 -0.3117 2.9359
N 0.2170 -0.2519 2.1033
C 1.4648 -0.2563 2.6243
C 2.4831 -0.0494 1.6573
O 2.0902 0.1114 0.4110
H 5.1232 -0.1285 3.7719
H 0.7797 -0.5588 5.9251
H -1.5122 -0.4665 4.9606
H -1.7831 -0.2437 2.5014
C 0.2684 4.6590 0.6148
N -0.4008 3.4351 1.0543
C 0.2012 2.8512 2.2358
C -1.2703 2.7675 0.2898
N -1.3836 1.3971 0.3471
C -2.7509 1.0204 0.4452
C -3.6209 1.8045 1.1704
C -5.0177 1.7209 0.9925
C -5.5368 0.8692 0.0646
C -4.6896 -0.0666 -0.5834
C -5.2286 -1.0558 -1.4442
C -4.4473 -2.0701 -1.9124
C -3.1204 -2.1939 -1.4550
C -2.5696 -1.2441 -0.6360
N -1.3230 -1.5152 0.0055
C -1.3180 -2.5459 0.8304
N -0.0927 -3.2142 1.0680
C 0.2660 -4.3115 0.1607
C 0.2858 -3.5313 2.4420
N -2.3964 -3.0169 1.4986
C -3.6220 -2.2750 1.7620
C -2.5104 -4.4115 1.9112
C -3.3020 -0.0736 -0.2996
N -2.0474 3.4923 -0.5327
C -2.7508 2.9124 -1.6633
C -2.4638 4.8503 -0.2189
H 1.3429 4.4707 0.6266
H 0.0389 5.4841 1.2908
H -0.0044 4.9021 -0.4046
H 0.3823 3.6544 2.9505
H 1.1620 2.3885 1.9943
H -0.4680 2.1247 2.6844
H -3.2216 2.5819 1.8120
H -5.6630 2.3827 1.5546
H -6.5976 0.8484 -0.1452
H -6.2783 -1.0019 -1.7020
H -4.8564 -2.8194 -2.5752
H -2.5506 -3.0824 -1.6991
H 1.3387 -4.3009 -0.0468
H -0.2716 -4.2344 -0.7795
H 0.0387 -5.2854 0.6033
H -0.0506 -2.7563 3.1235
H 1.3750 -3.5773 2.4888
H -0.1008 -4.4969 2.7814
H -3.4468 -1.2080 1.7875
H -3.9867 -2.5885 2.7410
H -4.3884 -2.4859 1.0134
H -1.7768 -5.0352 1.4170
H -3.4973 -4.7709 1.6164
H -2.4181 -4.5188 2.9933
H -2.3809 1.9144 -1.8711
H -2.5831 3.5454 -2.5354
H -3.8222 2.8530 -1.4570
H -2.1558 5.1185 0.7873
H -3.5543 4.8923 -0.2742
H -2.0498 5.5697 -0.9266

This record from the Open Molecules 2025 dataset describes C33H40CrN9O3 as an isolated structure. The level of theory is ωB97M-V/def2-TZVPD.

The value obtained for the energy relative to the best compared isomer or geometry (same formula, charge and spin) is 0.30 kcal/mol. As for the HOMO-LUMO gap (alpha / beta): 7.0 / 7.3 eV. The HOMO energy (alpha / beta) is -8.8 / -9.1 eV. The expectation value of S² is 6.012. The spin multiplicity is 5. The LUMO energy (alpha / beta) comes out at -1.79 / -1.80 eV. Its net charge is +1.

Geometry (Å):
Cr -0.4057 0.0022 -0.0450
C 3.2454 3.9543 1.8331
N 1.8889 3.4376 1.7640
C 1.0495 3.7525 2.9111
C 1.4938 2.5108 0.8759
O 0.3997 1.9529 0.9470
C 2.4286 2.2351 -0.2932
O 1.9141 1.1965 -1.1024
C 1.5604 1.5380 -2.4134
C 0.0448 1.6173 -2.6014
O -0.7245 1.2231 -1.7116
N -0.4224 2.0815 -3.7618
C 0.4176 2.4280 -4.8998
C -1.8574 2.0734 -4.0291
H 3.2110 4.9819 2.1923
H 3.7292 3.9590 0.8609
H 3.8489 3.3608 2.5271
H 0.9457 4.8344 2.9975
H 1.5057 3.3688 3.8263
H 0.0713 3.3017 2.7783
H 3.4035 1.9254 0.0825
H 2.5514 3.1568 -0.8718
H 1.9363 0.7573 -3.0820
H 2.0271 2.4794 -2.7098
H 1.4153 2.7259 -4.5953
H -0.0363 3.2659 -5.4259
H 0.4974 1.5888 -5.5944
H -2.3973 1.8384 -3.1193
H -2.0926 1.3285 -4.7917
H -2.1588 3.0550 -4.3931
C 4.8887 -3.5666 2.3786
C 3.4881 -3.0902 2.1102
C 2.6043 -2.8140 3.1546
C 1.3489 -2.2987 2.9132
C 0.8853 -2.0426 1.6144
N -0.3424 -1.4165 1.3811
C -1.4653 -1.9879 1.9608
C -1.5342 -3.3535 2.2850
C -2.6689 -3.9274 2.8219
C -3.8279 -3.1891 3.0450
C -5.0843 -3.8323 3.5666
C -3.7874 -1.8457 2.7154
C -2.6362 -1.2498 2.2111
N -2.6891 0.1618 1.9805
C -3.3491 1.0620 2.7320
C -3.2802 2.2799 2.0908
C -2.5473 2.0220 0.9326
N -2.1938 0.7420 0.8696
C 1.7512 -2.4025 0.5765
C 3.0359 -2.8805 0.8210
N 1.3127 -2.3840 -0.7826
C 1.5649 -3.3329 -1.7070
C 0.9417 -2.9574 -2.8752
C 0.3176 -1.7483 -2.5627
N 0.5472 -1.4091 -1.2968
H 4.9132 -4.2741 3.2073
H 5.5347 -2.7278 2.6524
H 5.3202 -4.0528 1.5038
H 2.9226 -2.9807 4.1774
H 0.6890 -2.0618 3.7388
H -0.6648 -3.9714 2.1033
H -2.6613 -4.9865 3.0536
H -4.8527 -4.6396 4.2609
H -5.6744 -4.2585 2.7524
H -5.7134 -3.1094 4.0857
H -4.6735 -1.2346 2.8415
H -3.8059 0.7720 3.6619
H -3.6950 3.2161 2.4193
H -2.2308 2.6979 0.1561
H 3.6818 -3.1054 -0.0212
H 2.1384 -4.2076 -1.4545
H 0.9252 -3.4918 -3.8081
H -0.3132 -1.1278 -3.1790
N 4.9074 0.0619 0.9220
C 4.2955 0.1944 2.1622
C 5.0251 0.1209 3.3548
C 4.3562 0.3252 4.5429
C 2.9878 0.5799 4.5240
C 2.3597 0.6214 3.2948
N 2.9927 0.4524 2.1326
H 5.8100 -0.3871 0.9305
H 4.2844 -0.3167 0.2220
H 6.0878 -0.0850 3.3367
H 4.8937 0.2766 5.4813
H 2.4279 0.7286 5.4367
H 1.2910 0.7982 3.2160

This record from the Open Molecules 2025 dataset describes C33H40IrN2O4Si3 as an isolated structure. The level of theory is ωB97M-V/def2-TZVPD.

As for the HOMO-LUMO gap (alpha / beta): 4.0 / 3.8 eV. The HOMO energy (alpha / beta) is -4.7 / -8.1 eV. The expectation value of S² is 8.794. The spin multiplicity is 6. The LUMO energy (alpha / beta) comes out at -0.67 / -4.32 eV.

Geometry (Å):
Ir -10.6900 -15.9640 10.9443
C -9.5916 -18.6313 13.6993
Si -10.1506 -18.1993 11.9912
C -11.4708 -19.4824 11.6882
C -8.6918 -18.7095 10.8206
C -8.4867 -20.0440 10.4468
C -7.4844 -20.3684 9.5686
C -6.7385 -19.3130 8.9920
C -6.8612 -18.0163 9.4711
C -7.8748 -17.7035 10.3788
Si -8.2513 -15.9494 10.9602
C -7.8134 -14.8929 9.4950
C -7.0449 -15.5587 12.3874
H -8.9204 -19.5294 13.5930
H -10.4649 -18.7711 14.3286
H -9.0453 -17.7714 14.1648
H -11.2554 -20.2764 10.9531
H -12.3984 -18.9933 11.3615
H -11.7175 -19.9449 12.6419
H -9.2190 -20.8431 10.7601
H -7.3309 -21.4123 9.3476
H -6.0334 -19.4447 8.1489
H -6.2820 -17.2279 8.9748
H -6.7569 -14.6802 9.4066
H -8.3304 -13.8743 9.4266
H -8.0528 -15.3884 8.5301
H -6.2465 -14.8094 12.1363
H -6.5485 -16.5492 12.6207
H -7.5303 -15.1096 13.2526
O -13.4656 -15.0254 13.4901
N -12.5159 -15.2490 12.7336
O -11.3380 -15.5211 13.0551
O -12.7480 -15.5181 11.4896
N -10.5840 -13.9010 11.1106
C -10.3740 -12.7409 11.1908
C -10.3260 -11.4058 11.5428
C -11.4265 -10.9491 12.3266
C -11.3697 -9.6613 12.7756
C -10.2687 -8.7837 12.4733
C -9.2056 -9.3180 11.6645
C -9.1997 -10.6371 11.2563
H -12.2554 -11.6714 12.5133
H -12.2678 -9.1698 13.1809
H -10.2211 -7.7510 12.8561
H -8.4065 -8.6815 11.3516
H -8.4562 -11.0378 10.5738
C -13.2999 -15.5599 5.3280
C -12.1457 -15.2415 6.3624
C -12.1269 -13.7691 6.8124
C -10.8452 -15.6872 5.6527
Si -12.3373 -16.2444 7.9835
O -11.2632 -15.6806 9.0458
C -14.1253 -16.1014 8.5512
C -15.0127 -15.0642 8.1448
C -16.2311 -14.8510 8.7668
C -16.5183 -15.5567 9.9270
C -15.6465 -16.5316 10.3731
C -14.5145 -16.9038 9.6079
C -12.1558 -18.0825 7.8099
C -13.2892 -18.9181 7.5185
C -13.0756 -20.2574 7.1985
C -11.8121 -20.8301 7.2957
C -10.7740 -20.0433 7.8360
C -10.8978 -18.6796 7.9722
H -14.0956 -16.0125 5.9364
H -12.9035 -16.2562 4.5444
H -13.7289 -14.7265 4.8042
H -12.2181 -13.1507 5.9088
H -11.2238 -13.4221 7.3640
H -13.0115 -13.5553 7.4049
H -10.7847 -15.3188 4.6380
H -10.7092 -16.7869 5.7301
H -9.9954 -15.2904 6.1851
H -14.7186 -14.4207 7.3254
H -17.0166 -14.2950 8.2536
H -17.4670 -15.3816 10.3578
H -15.7397 -17.0734 11.3061
H -13.8957 -17.7400 9.9876
H -14.2361 -18.4621 7.4977
H -13.8810 -20.9327 7.0357
H -11.6447 -21.8656 7.0425
H -9.8509 -20.5074 8.1097
H -10.0277 -18.1350 8.2846

This record from the Open Molecules 2025 dataset describes C33H40N2SSb2Ti as an isolated structure. The level of theory is ωB97M-V/def2-TZVPD.

As for the HOMO-LUMO gap (alpha / beta): 6.2 / 6.6 eV. The HOMO energy (alpha / beta) is -16.2 / -16.2 eV. The expectation value of S² is 0.759. The spin multiplicity is 2. The LUMO energy (alpha / beta) comes out at -9.96 / -9.57 eV. Its net charge is +3.

Geometry (Å):
Ti -0.5091 0.1730 0.9148
C 0.7487 2.9479 1.6065
C 0.4355 2.2560 2.9217
N 0.4788 0.7712 2.7814
C 1.8287 0.1547 2.9385
C 2.7584 0.3599 1.7504
S 1.9441 0.0824 0.1322
C 2.1043 1.6700 -0.7605
C 0.7874 2.4372 -0.8073
N 0.0373 2.2960 0.4679
H 0.4883 4.0056 1.6693
H 1.8150 2.9092 1.4032
H 1.1325 2.5897 3.6940
H -0.5671 2.5155 3.2558
H -0.0840 0.3890 3.5420
H 2.3129 0.5540 3.8338
H 1.6757 -0.9129 3.0979
H 3.2020 1.3531 1.7230
H 3.5753 -0.3589 1.8116
H 2.9145 2.2251 -0.2900
H 2.4375 1.4279 -1.7685
H 0.9876 3.4899 -1.0241
H 0.1488 2.0553 -1.6058
H -0.8500 2.7792 0.3278
C -0.2954 -2.6839 -1.1615
C -0.9484 -1.3648 -1.5692
C -2.4603 -1.2974 -1.3750
Sb -3.1492 0.6996 -0.8860
C -5.1979 0.2231 -0.6249
C -5.8994 0.4617 0.5521
C -7.2547 0.1737 0.6137
C -7.9104 -0.3436 -0.4956
C -7.2122 -0.5729 -1.6727
C -5.8571 -0.2864 -1.7416
C -2.7296 0.4480 1.3184
C -2.8545 1.6379 2.0635
C -3.1544 1.6080 3.4196
C -3.3170 0.3863 4.0642
C -3.1936 -0.8032 3.3543
C -2.9172 -0.7760 1.9924
Sb 0.0374 -2.6903 0.9556
C -1.3928 -3.9534 1.8396
C -1.5795 -3.9030 3.2207
C -2.4728 -4.7703 3.8308
C -3.1889 -5.6812 3.0630
C -3.0062 -5.7310 1.6883
C -2.1052 -4.8713 1.0732
C 1.8823 -3.6241 1.3016
C 3.0052 -3.3105 0.5353
C 4.2056 -3.9596 0.7818
C 4.2877 -4.9109 1.7914
C 3.1686 -5.2239 2.5497
C 1.9616 -4.5837 2.3078
H 0.6783 -2.8178 -1.6355
H -0.9193 -3.5240 -1.4664
H -0.6783 -1.0955 -2.5941
H -0.4308 -0.4990 -1.0357
H -2.8032 -1.9884 -0.6006
H -2.9705 -1.5985 -2.2905
H -5.4120 0.8759 1.4274
H -7.8029 0.3612 1.5271
H -8.9684 -0.5609 -0.4448
H -7.7217 -0.9672 -2.5412
H -5.3360 -0.4587 -2.6780
H -2.7749 2.6019 1.5678
H -3.2911 2.5324 3.9667
H -3.5684 0.3624 5.1168
H -3.3555 -1.7532 3.8472
H -2.8950 -1.7170 1.4545
H -1.0171 -3.2045 3.8340
H -2.6029 -4.7464 4.9047
H -3.8832 -6.3597 3.5396
H -3.5551 -6.4480 1.0931
H -1.9611 -4.9440 0.0020
H 2.9499 -2.5967 -0.2788
H 5.0736 -3.7364 0.1760
H 5.2239 -5.4196 1.9768
H 3.2299 -5.9774 3.3231
H 1.0894 -4.8549 2.8907

Number 1: molar mass 563.671 g mol⁻¹. Number 2: molar mass 834.417 g mol⁻¹. Number 3: molar mass 662.739 g mol⁻¹. Number 4: molar mass 805.168 g mol⁻¹. Number 5: molar mass 788.151 g mol⁻¹.